(1)
10
Properties=species:S:1:pos:R:3 method="wB97M-V/def2-TZVPD" e_tot_ev=-8094.3686 max_force_ev_per_a=4.18 lumo_ev=1.142 gap_ev=10.75 homo_energy_ev=-9.611 e_above_lowest_kj_mol=477.2
C -0.68350 0.52895 1.25970
C -0.81746 -0.84604 1.86126
N 0.02706 0.80731 -3.55529
N 0.40163 0.01345 1.40911
N 0.67343 0.45216 -2.68042
N 1.37563 0.20255 -1.74734
H -1.29030 1.34902 0.98695
H -1.07762 -1.71868 1.39195
H -0.96746 -0.87957 2.90073
H 2.35858 0.09085 -1.82664

=====

(2)
13
Properties=species:S:1:pos:R:3 method="wB97M-V/def2-TZVPD" e_tot_ev=-7793.7800 max_force_ev_per_a=4.86 lumo_ev=-0.698 gap_ev=8.31 homo_energy_ev=-9.008 e_above_lowest_kj_mol=565.8
C 0.17894 1.10158 -1.16568
N 1.00751 1.51832 -0.22614
C 0.96897 -0.12533 0.73306
C -0.27504 -0.92879 -0.09993
C -1.48538 -1.15014 0.43766
O 2.08179 -0.60800 0.64223
H 0.81131 2.05333 0.61000
H 0.49305 0.15861 1.68499
H 0.60823 0.59854 -2.03105
H -0.59943 1.78100 -1.51134
H 0.15965 -1.77103 -0.63369
H -1.88671 -0.57193 1.26368
H -2.06288 -2.05616 0.29622

=====

(3)
10
Properties=species:S:1:pos:R:3 method="wB97M-V/def2-TZVPD" e_tot_ev=-6726.8633 max_force_ev_per_a=1.44 lumo_ev=0.628 gap_ev=10.02 homo_energy_ev=-9.392 e_above_lowest_kj_mol=261.4
O -0.52219 -0.47015 2.06810
C -0.57215 -1.05729 1.01093
C -0.16039 -0.42679 -0.31972
C 0.09796 1.03886 -0.92810
N 0.99147 0.42091 -0.01819
H -0.70530 -2.16885 1.00223
H -0.01138 -1.21368 -1.07076
H 0.38289 1.00675 -1.98785
H -0.16508 2.06526 -0.63607
H 0.66417 0.80497 0.87944

=====

(4)
48
Properties=species:S:1:pos:R:3 method="wB97M-V/def2-TZVPD" e_tot_ev=-192071.7076 charge=+1 max_force_ev_per_a=3.92 lumo_ev=-5.856 gap_ev=5.53 homo_energy_ev=-11.385
Pb -2.65498 3.29912 1.79409
C 0.45904 1.59416 1.25470
O -0.86380 1.61170 1.60995
H 0.70191 1.39626 0.21069
H 0.97792 2.51911 1.50635
H 1.03889 0.74351 1.61284
Br 2.19072 -0.53371 5.29581
C 3.21142 -0.74546 3.58185
C 4.68354 -1.12107 3.84119
Br 5.49102 0.45793 4.65748
H 3.22434 0.22079 3.07758
H 2.71888 -1.56933 3.06538
H 5.28826 -1.33884 2.96086
H 4.72288 -2.00348 4.47986
C -2.36801 0.21483 -2.17561
O -2.43273 1.48049 -2.78887
P -2.54875 2.91009 -1.96470
O -3.10562 2.70506 -0.54695
O -1.13369 3.69039 -2.03430
C 0.02414 2.92023 -2.32458
O -3.38969 3.84008 -3.00265
C -4.49940 4.56395 -2.53834
H -2.24552 0.38725 -1.10633
H -1.48899 -0.33628 -2.50983
H -3.12078 -0.53909 -2.40594
H -0.09121 2.48031 -3.31517
H 0.30099 2.19942 -1.55524
H 0.84044 3.64225 -2.34556
H -5.30570 4.55278 -3.27172
H -4.17052 5.60240 -2.49885
H -4.89477 4.35162 -1.54501
C 1.87318 -1.46707 -1.23377
O 0.62986 -1.61416 -0.51725
P 0.47216 -2.99433 0.27976
O 1.36218 -3.17242 1.42783
O -1.14814 -2.98354 0.62967
C -1.56826 -1.86313 1.43581
O 0.46004 -4.08905 -0.90785
C 1.16472 -5.36060 -0.68390
H 1.75142 -1.63913 -2.30320
H 2.77005 -1.85269 -0.74899
H 2.00994 -0.38571 -1.23990
H -2.06335 -2.13840 2.36705
H -2.27853 -1.34046 0.79515
H -0.75714 -1.15720 1.61427
H 1.64830 -5.60812 -1.62888
H 0.35405 -6.07262 -0.52918
H 1.75939 -5.45796 0.22439

=====

(5)
11
Properties=species:S:1:pos:R:3 method="wB97M-V/def2-TZVPD" e_tot_ev=-11257.8745 max_force_ev_per_a=3.75 lumo_ev=-0.097 gap_ev=10.05 homo_energy_ev=-10.143 e_above_lowest_kj_mol=452.7
C 0.01308 1.84684 -0.13706
C 0.15657 -0.25769 1.17047
N -0.01918 0.86974 0.81831
N -0.14255 -1.37551 -0.77168
O 0.23324 -1.17418 1.89105
O 0.37991 -1.21842 -1.79644
O -0.18935 -2.66761 -0.30636
H 0.33263 2.82112 0.26305
H -0.92562 1.92128 -0.68634
H 0.83436 1.68749 -0.92319
H -0.67310 -2.45305 0.47819

=====

(6)
21
Properties=species:S:1:pos:R:3 method="wB97M-V/def2-TZVPD" e_tot_ev=-9960.7783 charge=+1 max_force_ev_per_a=3.60 lumo_ev="-3.838 / -7.686" s_squared=0.756 gap_ev="11.77 / 7.67" homo_energy_ev="-15.607 / -15.354" e_above_lowest_kj_mol=152.5 multiplicity=2
C -2.07929 -0.01084 -0.79231
C -1.09656 -0.81430 0.07179
N 0.27763 -0.51288 0.40864
C 0.62819 0.83517 0.89454
C -0.38191 1.41448 1.88474
C 1.38303 -1.24474 -0.26126
C 1.51171 -0.82258 -1.76419
O -1.54182 -1.70876 0.74219
H -1.60415 0.80931 -1.33482
H -2.67063 0.60548 -0.05671
H -2.69198 -0.56965 -1.49503
H 1.58562 0.90775 1.37700
H 0.65978 1.63290 -0.01094
H -0.51289 0.65831 2.60723
H 0.00235 2.36426 2.28677
H -1.29074 1.69732 1.31635
H 2.23049 -0.95231 0.35083
H 1.16643 -2.27740 0.11724
H 0.63340 -1.20191 -2.31366
H 1.36227 0.30542 -1.75967
H 2.42908 -1.11503 -2.26871

=====

(7)
9
Properties=species:S:1:pos:R:3 method="wB97M-V/def2-TZVPD" e_tot_ev=-24844.0221 max_force_ev_per_a=3.91 lumo_ev=-2.399 gap_ev=6.92 homo_energy_ev=-9.319 e_above_lowest_kj_mol=156.2
C 1.18741 0.80381 0.04277
C -0.23689 0.46360 0.03186
C -0.77050 -1.00348 0.00495
S 2.70324 -0.01479 -0.00364
S -1.32601 1.72431 0.15396
H 1.24185 1.95105 0.03871
H 0.14681 -1.59184 0.10559
H -1.33614 -1.21017 -1.07304
H -1.60978 -1.12248 0.69882

=====

(8)
113
Properties=species:S:1:pos:R:3 method="wB97M-V/def2-TZVPD" e_tot_ev=-218368.3435 charge=-1 max_force_ev_per_a=7.99 lumo_ev=1.108 gap_ev=8.64 homo_energy_ev=-7.530
Li -1.43265 1.54082 0.04347
Li 0.96016 0.14747 -3.52286
Li -2.79920 -1.61964 -2.91101
Li -0.31662 0.67585 2.21020
N 1.15635 -1.46727 -4.70374
S -0.37281 -1.69417 -5.29631
O -1.39586 -1.73693 -4.30333
O -0.55643 -2.47386 -6.45649
F -0.57839 -0.23988 -5.89264
S 1.38223 -2.99054 -4.20077
O 1.52681 -4.02485 -5.14988
O 0.66164 -3.24446 -2.99630
F 2.84587 -2.80272 -3.63012
N 2.64191 1.02145 -3.79464
S 2.57050 2.56120 -4.38860
O 3.21798 2.66881 -5.64075
O 2.51544 3.63587 -3.47930
F 1.01824 2.37050 -4.79961
S 3.69041 1.13479 -2.59820
O 3.04028 1.45162 -1.37305
O 4.92215 1.74674 -2.92337
F 4.08266 -0.38394 -2.47183
N -1.71634 2.01042 1.97501
S -1.53221 3.52182 2.53836
O -1.11721 3.66832 3.87436
O -2.42765 4.40412 1.87927
F -0.15555 3.87699 1.78774
S -3.27036 1.74554 2.63798
O -4.30069 1.65903 1.69155
O -3.53394 2.28172 3.91759
F -2.90231 0.24598 3.02058
N -0.22938 0.03289 0.32002
S 1.21430 -0.42630 -0.26577
O 1.33026 -0.67093 -1.66048
O 2.17040 -1.00033 0.61212
F 1.71796 1.12505 -0.16996
S -1.02834 -1.41318 -0.02926
O -0.49712 -2.52540 0.65390
O -1.40892 -1.50734 -1.39351
F -2.34632 -1.05281 0.71437
N -4.15340 -0.19152 -2.87609
S -4.41303 0.71803 -1.62253
O -5.63717 1.40719 -1.63839
O -3.26320 1.31677 -1.02232
F -4.71391 -0.44607 -0.56132
S -4.48805 0.94623 -4.08138
O -3.84442 2.20567 -3.95769
O -5.75506 0.78600 -4.68734
F -3.52171 0.19730 -5.11680
C 6.00885 -4.20619 -0.28943
O 4.72598 -4.71451 -0.44393
C 3.75150 -3.75865 -0.83194
C 2.36953 -4.11952 -0.43223
O 1.93327 -5.22993 -1.17339
C 0.60777 -5.55386 -0.97571
H 6.54363 -4.91839 0.35278
H 6.05087 -3.22453 0.19750
H 6.65477 -4.19613 -1.18069
H 3.89296 -3.44055 -1.86407
H 3.94391 -2.85534 -0.22009
H 1.69927 -3.25612 -0.52193
H 2.32557 -4.41915 0.62874
H -0.09331 -4.71621 -0.97790
H 0.48318 -5.99716 0.03306
H 0.29889 -6.32089 -1.68040
C 1.76125 4.36482 -0.86022
O 2.19505 5.71734 -0.81161
C 3.58033 5.89082 -0.89581
C 3.89127 7.34225 -1.23239
O 3.35136 7.73459 -2.45554
C 4.19886 7.49932 -3.53496
H 0.67799 4.51695 -0.76749
H 2.14411 3.73630 -0.06006
H 1.82645 3.99258 -1.88779
H 4.03095 5.34375 -1.73936
H 4.10760 5.61315 0.02875
H 4.99053 7.43785 -1.19168
H 3.57763 8.03935 -0.44973
H 3.67900 7.69106 -4.47622
H 4.48034 6.44610 -3.63791
H 5.04025 8.19731 -3.49278
C -0.81163 -2.09368 4.01871
O -0.17507 -0.84773 3.75535
C 0.97687 -0.57096 4.51917
C 1.27301 0.90876 4.59217
O 1.16359 1.43674 3.28242
C 2.08787 2.50061 3.07720
H -0.13570 -2.93308 3.85266
H -1.58774 -2.10208 3.25718
H -1.26021 -2.09765 5.01157
H 1.84027 -1.05277 4.03768
H 0.89786 -0.98533 5.53155
H 2.28035 0.98689 5.00883
H 0.58624 1.44093 5.25863
H 1.91649 3.29119 3.80607
H 2.04487 2.83585 2.04637
H 3.11679 2.12648 3.15537
C -5.35489 -1.49292 4.44182
O -4.58111 -2.15026 3.46809
C -5.27760 -2.46591 2.28252
C -6.20203 -3.65476 2.38649
O -5.55350 -4.89467 2.64561
C -5.10187 -5.03604 3.98427
H -4.79503 -1.60133 5.36594
H -6.34448 -1.94405 4.58880
H -5.55260 -0.45985 4.13689
H -4.53385 -2.61496 1.50176
H -5.92378 -1.62232 1.98509
H -6.77880 -3.82648 1.47423
H -7.00400 -3.55100 3.13310
H -4.18301 -4.46593 4.12084
H -4.87029 -6.09746 4.10320
H -5.84385 -4.79465 4.75397

=====

(9)
15
Properties=species:S:1:pos:R:3 method="wB97M-V/def2-TZVPD" e_tot_ev=-8292.3475 max_force_ev_per_a=0.85 lumo_ev=0.875 gap_ev=9.23 homo_energy_ev=-8.352 e_above_lowest_kj_mol=255.6
C 0.64352 -0.13879 2.05035
N -0.18114 -0.67896 0.98349
C 0.34767 -0.87261 -0.23608
C -0.53305 -0.44249 -1.19483
C 0.26248 0.68118 -1.87760
C -1.71078 -0.17460 -0.41253
N -1.47958 -0.27707 0.88173
H 1.58607 -0.69184 2.07358
H 0.11044 -0.22858 2.99370
H 0.87328 0.92355 1.86307
H 1.39061 -1.11226 -0.39198
H -0.37813 1.29339 -2.49670
H 1.14244 0.32953 -2.42307
H 0.65246 1.34290 -1.07544
H -2.72628 0.04662 -0.73770

=====

(10)
28
Properties=species:S:1:pos:R:3 method="wB97M-V/def2-TZVPD" e_tot_ev=-13142.5824 max_force_ev_per_a=4.85 lumo_ev=0.852 gap_ev=8.31 homo_energy_ev=-7.456 e_above_lowest_kj_mol=354.6
C -0.39428 0.01747 0.14383
C -1.39567 0.89501 -0.10891
C -1.14499 -1.25697 0.48778
C -1.23215 2.34673 -0.51396
C -1.13947 -2.03235 -0.85945
C 1.66775 -1.24053 0.26064
C 1.46792 0.96573 1.52615
C 1.65832 0.87231 -1.04644
C 1.07934 0.20968 0.22752
N -2.40000 -0.77047 0.90315
O -2.64074 0.45762 0.28696
H -0.81927 -1.85896 1.30241
H -1.55652 2.37324 -1.68551
H -0.17886 2.46833 -0.41845
H -1.89686 2.94679 0.03396
H -0.38592 -2.76791 -0.71457
H -1.15312 -1.44029 -1.77718
H -2.09315 -2.65345 -0.85317
H 2.82645 -1.16401 0.16712
H 1.54593 -1.72044 1.21846
H 1.33584 -1.93072 -0.48831
H 2.49974 1.05741 1.53721
H 1.26889 0.54886 2.43223
H 0.96621 1.88638 1.48877
H 0.85603 1.29643 -1.61109
H 2.07812 0.14752 -1.62144
H 2.36861 1.63550 -0.90384
H -3.18814 -1.28890 0.58612

=====

(11)
36
Properties=species:S:1:pos:R:3 method="wB97M-V/def2-TZVPD" e_tot_ev=-15863.7447 max_force_ev_per_a=3.01 lumo_ev=0.803 gap_ev=10.18 homo_energy_ev=-9.373 e_above_lowest_kj_mol=105.8
C -0.59623 -3.76464 0.75817
C -0.14742 -2.45255 1.38822
C 1.27849 -2.47127 1.76799
O -0.35597 -1.49008 0.33774
H -1.65320 -3.87599 1.00007
H -0.09493 -4.70416 0.99075
H -0.49211 -3.78147 -0.32672
H -0.68348 -2.05856 2.25164
H 1.75153 -1.57248 2.16359
H 1.89001 -2.67536 0.88908
H 1.56025 -3.25540 2.47073
H -0.26180 -1.92261 -0.51412
C -3.35313 0.78807 0.18775
C -2.13338 1.62477 -0.26952
C -1.66537 2.64561 0.73182
O -1.02353 0.86357 -0.71334
H -3.03595 0.14693 1.01021
H -3.78071 0.12813 -0.56709
H -4.16184 1.47296 0.44273
H -2.51230 2.19515 -1.11758
H -0.72771 3.14027 0.47844
H -1.31563 2.14798 1.63634
H -2.34043 3.41855 1.09915
H -0.81644 0.18310 -0.06861
C 1.98221 2.53486 -1.74981
C 2.17603 1.03777 -1.78884
C 2.53974 0.38426 -0.37112
O 1.05177 0.31070 -2.34301
H 2.89004 3.11238 -1.57543
H 1.18414 2.70647 -1.02752
H 1.52974 2.94808 -2.65127
H 2.93852 0.88398 -2.55242
H 2.80786 -0.66871 -0.45751
H 1.80305 0.66497 0.38161
H 3.45801 0.92727 -0.14748
H 0.31018 0.42749 -1.74466

=====

(12)
13
Properties=species:S:1:pos:R:3 method="wB97M-V/def2-TZVPD" e_tot_ev=-19287.4208 max_force_ev_per_a=1.33 lumo_ev=0.123 gap_ev=8.50 homo_energy_ev=-8.381 e_above_lowest_kj_mol=58.5
C -1.45262 1.55608 -0.00915
C -0.45325 -0.67446 -0.00884
C 0.78287 -1.47249 -0.00252
C 2.05809 -1.05111 0.00107
H -2.10165 1.39773 0.89228
H -2.09283 1.38088 -0.87858
H -1.08534 2.59029 0.01233
H 0.61686 1.05576 -0.00155
H 0.64184 -2.57115 -0.00585
H 2.93366 -1.68366 0.00282
N -0.32280 0.65927 0.00077
F 2.39765 0.26449 -0.00247
S -1.92248 -1.45163 -0.00030